This record from the OMol25 dataset describes a cluster of 2 separate species, C5H12NO in total at a distorted geometry. The level of theory is the ωB97M-V functional and the def2-TZVPD basis.

```
19
Properties=species:S:1:pos:R:3
C 1.541 1.203 -0.726
C 0.610 0.445 -1.635
C -0.123 0.962 -2.639
N 0.263 -0.909 -1.177
H 1.724 2.222 -1.149
H 1.076 1.369 0.240
H 2.519 0.693 -0.595
H -0.896 0.374 -3.167
H -0.024 2.049 -2.912
H -0.359 -0.980 -0.390
H 1.061 -1.393 -0.800
H -0.102 -1.394 -2.026
C -1.733 -1.048 1.387
C -0.547 -0.874 2.070
O -0.186 0.377 2.555
H -2.002 -2.067 1.115
H -2.367 -0.205 1.051
H 0.169 -1.656 2.354
H 0.360 0.204 3.334
```

The energy above the lowest of the compared OMol25 structures with the same formula, charge and spin comes out at 165.40 kJ/mol. The calculation puts the orbital gap at 10.0 eV. For the LUMO energy, the calculation gives -3.26 eV. As for the charge: +1.

This record from the OMol25 dataset describes a structure of composition H2ORb. The level of theory is the ωB97M-V functional and the def2-TZVPD basis.

```
4
Properties=species:S:1:pos:R:3
Rb 18.503 16.208 -16.580
O 19.751 15.389 -13.933
H 20.446 15.314 -14.596
H 20.190 15.729 -13.140
```

The energy above the lowest of the compared OMol25 structures with the same formula, charge and spin comes out at 30.95 kJ/mol. The calculation puts the orbital gap at 12.0 eV. For the LUMO energy, the calculation gives -4.31 eV. As for the charge: +1.

This record from the OMol25 dataset describes the molecule C24H45BrF6NO5P at a distorted geometry. The level of theory is the ωB97M-V functional and the def2-TZVPD basis.

```
83
Properties=species:S:1:pos:R:3
C -4.521 0.291 3.684
C -4.210 -0.830 2.701
N -3.845 -0.396 1.364
C -2.497 0.133 1.093
C -2.550 1.660 1.346
C -1.585 2.334 2.287
F -0.248 2.086 1.987
O -2.395 -0.195 -0.287
C -1.447 0.291 -1.224
C -2.207 1.265 -2.190
C -3.715 1.076 -2.234
C -4.502 1.925 -1.239
F -3.876 3.130 -0.964
C -0.173 1.044 -0.817
C 1.070 0.272 -0.332
C 2.245 0.365 -1.313
C 3.520 -0.209 -0.676
C 4.281 0.806 0.169
C 4.906 1.955 -0.637
C 4.950 3.259 0.161
C 3.596 4.004 0.178
O 3.239 4.519 1.434
C 2.748 3.546 2.332
C -1.022 -0.898 -2.130
F -2.021 -1.165 -3.066
O -0.814 -2.070 -1.442
C -0.134 -3.056 -2.204
C 1.244 -3.379 -1.638
C 1.288 -4.358 -0.453
C 2.707 -4.923 -0.320
O 0.939 -3.685 0.751
C -1.048 -4.274 -2.346
F -2.031 -4.045 -3.270
F -1.643 -4.625 -1.180
F -0.325 -5.337 -2.808
P -1.063 -0.808 1.930
O -1.699 -2.277 1.777
Br -1.169 -0.496 4.158
H -3.655 0.886 3.951
H -4.849 -0.191 4.605
H -5.354 0.894 3.337
H -5.159 -1.357 2.588
H -3.557 -1.575 3.156
H -4.010 -1.150 0.712
H -3.544 1.912 1.702
H -2.483 2.146 0.375
H -1.737 3.411 2.209
H -1.739 2.085 3.332
H -1.972 2.268 -1.839
H -1.774 1.207 -3.183
H -4.045 1.357 -3.235
H -4.010 0.038 -2.124
H -4.694 1.364 -0.326
H -5.473 2.161 -1.672
H -0.373 1.867 -0.140
H 0.134 1.544 -1.736
H 1.422 0.744 0.582
H 0.871 -0.767 -0.105
H 2.036 -0.161 -2.244
H 2.401 1.422 -1.523
H 3.202 -1.010 0.000
H 4.171 -0.686 -1.405
H 3.659 1.186 0.976
H 5.104 0.272 0.644
H 4.385 2.131 -1.575
H 5.939 1.681 -0.839
H 5.687 3.924 -0.286
H 5.289 3.080 1.179
H 2.817 3.332 -0.200
H 3.663 4.842 -0.509
H 3.566 3.102 2.901
H 2.073 4.029 3.030
H 2.187 2.778 1.801
H -0.156 -0.589 -2.718
H -0.005 -2.706 -3.229
H 1.876 -3.776 -2.426
H 1.708 -2.451 -1.312
H 0.624 -5.201 -0.577
H 2.719 -5.818 0.295
H 3.354 -4.182 0.148
H 3.141 -5.163 -1.286
H 1.540 -2.949 0.878
H -0.974 -2.867 1.513
```

As for the SMILES: CCN[C@](CCF)(O[C@@](CCCF)(CCCCCCCCOC)[C@H](F)O[C@@H](C[C@@H](C)O)C(F)(F)F)P(O)Br. The calculation puts the orbital gap at 8.7 eV. For the LUMO energy, the calculation gives 0.51 eV. As for the charge: 0.

This record from the OMol25 dataset describes the molecule CClN3O2 at a distorted geometry. The level of theory is the ωB97M-V functional and the def2-TZVPD basis.

```
7
Properties=species:S:1:pos:R:3
N -0.507 -2.170 -0.514
C -0.546 -1.058 -0.565
O -1.170 0.122 -0.402
N -0.019 1.112 0.157
O -0.079 2.269 -0.020
N 0.953 0.125 0.387
Cl 2.267 0.556 1.174
```

The energy above the lowest of the compared OMol25 structures with the same formula, charge and spin comes out at 206.33 kJ/mol. As for the SMILES: N#CO/[N+]([O-])=N/Cl. The calculation puts the orbital gap (spin up / spin down) at 9.0 / 9.0 eV. For the LUMO energy (spin up / spin down), the calculation gives -1.74 / -1.73 eV. As for the charge: 0.

This record from the OMol25 dataset describes a structure of composition C30H48MnP2Se at a distorted geometry. The level of theory is the ωB97M-V functional and the def2-TZVPD basis.

```
82
Properties=species:S:1:pos:R:3
Mn 0.007 -0.586 0.852
C -0.604 -2.447 1.643
C 0.784 -2.549 1.211
C 0.673 -1.017 2.959
C -0.636 -1.552 2.771
C 1.557 -1.638 2.014
C -1.733 -3.346 1.292
H -1.518 -3.969 0.418
H -2.656 -2.781 1.109
H -1.947 -4.029 2.127
C -1.759 -1.418 3.732
H -2.399 -2.308 3.743
H -2.382 -0.552 3.474
H -1.393 -1.277 4.759
C 1.094 -0.200 4.126
H 0.808 -0.673 5.080
H 0.601 0.782 4.095
H 2.178 -0.057 4.163
C 3.037 -1.614 2.144
H 3.356 -2.255 2.982
H 3.411 -0.608 2.365
H 3.540 -1.991 1.247
C 1.377 -3.667 0.425
H 1.746 -4.453 1.101
H 2.240 -3.347 -0.170
H 0.649 -4.144 -0.237
C -1.695 0.468 -4.069
C -1.772 -0.878 -4.051
C -0.972 -1.764 -4.955
C 0.519 -1.367 -5.113
C 1.194 -0.784 -3.898
C 1.255 0.535 -3.655
C 0.624 1.573 -4.550
C -0.830 1.251 -5.030
H -1.413 -1.759 -5.973
H 0.618 -0.682 -5.956
H -1.050 -2.795 -4.586
H -0.778 0.719 -5.989
H -2.398 1.087 -3.494
H -2.565 -1.390 -3.493
H -1.322 2.221 -5.215
H 0.612 2.541 -4.026
H 1.924 0.943 -2.900
H 1.224 1.724 -5.465
H 1.051 -2.288 -5.392
H 1.783 -1.497 -3.308
P -1.256 -0.216 -0.880
P 1.507 0.995 0.202
C -0.716 1.432 -1.483
C 0.512 2.119 -0.868
H -1.593 2.095 -1.453
H -0.473 1.255 -2.525
H 1.182 2.534 -1.646
H 0.188 2.962 -0.248
C 2.268 2.073 1.447
H 2.762 1.479 2.226
H 1.514 2.705 1.931
H 3.020 2.712 0.960
C 2.929 0.275 -0.711
H 3.346 1.001 -1.426
H 2.629 -0.632 -1.266
H 3.714 -0.016 0.006
C -3.026 -0.441 -1.003
H -3.308 -1.409 -0.568
H -3.338 -0.405 -2.050
H -3.534 0.340 -0.424
C -0.477 -1.748 -1.503
H 0.539 -1.937 -1.136
H -0.358 -1.680 -2.582
H -1.094 -2.631 -1.297
Se -1.357 1.062 1.583
C -1.123 2.472 3.083
C -0.781 3.775 2.724
C -0.723 4.780 3.705
C -0.987 4.461 5.048
C -1.344 3.158 5.396
C -1.413 2.155 4.410
H -0.573 4.022 1.684
H -0.487 5.801 3.418
H -0.920 5.242 5.819
H -1.584 2.909 6.434
H -1.685 1.140 4.689
```

The calculation puts the orbital gap (spin up / spin down) at 7.0 / 7.2 eV. For the LUMO energy (spin up / spin down), the calculation gives -6.91 / -6.94 eV. As for the charge: +2. As for the spin multiplicity: 4.

This record from the OMol25 dataset describes a structure of composition C46H48Cl4Ge2N6O4PtS at a distorted geometry. The level of theory is the ωB97M-V functional and the def2-TZVPD basis.

```
112
Properties=species:S:1:pos:R:3
Pt -0.336 -0.726 -0.104
C -2.006 1.817 4.072
C -2.216 0.767 2.994
Ge -0.918 1.015 1.444
C 0.721 2.096 1.920
C 0.460 3.582 2.113
C -1.964 2.303 0.311
C -1.921 2.340 -1.010
Ge -0.453 1.009 -1.810
C 1.173 2.150 -2.228
C 1.078 2.796 -3.605
C -3.991 -0.353 -1.427
C -5.194 0.015 -2.197
C -2.711 3.161 -1.913
C -2.657 2.958 -3.288
C -3.443 3.692 -4.155
C -4.296 4.664 -3.660
C -4.353 4.893 -2.295
C -3.573 4.153 -1.429
H -2.674 1.650 4.915
H -2.201 2.811 3.677
H -0.982 1.791 4.436
H -3.233 0.830 2.602
H -2.089 -0.225 3.419
H 1.410 1.949 1.086
H 1.190 1.668 2.804
H -0.002 3.998 1.220
H 1.395 4.110 2.299
H -0.207 3.763 2.951
H -2.626 2.969 0.851
H 2.068 1.522 -2.170
H 1.273 2.919 -1.460
H 0.927 2.040 -4.373
H 1.988 3.349 -3.830
H 0.235 3.481 -3.646
H -3.599 0.322 -0.680
H -2.260 -1.267 -2.204
H -5.639 0.924 -1.801
H -5.928 -0.794 -2.173
H -4.943 0.172 -3.253
H -1.986 2.204 -3.672
H -3.391 3.496 -5.217
H -4.915 5.238 -4.332
H -5.016 5.651 -1.902
H -3.629 4.349 -0.371
N 5.015 -1.506 -6.841
C 3.906 -1.720 -6.071
C 3.308 -0.680 -5.347
C 2.253 -0.933 -4.494
C 1.774 -2.226 -4.365
C 2.336 -3.265 -5.089
C 3.382 -3.014 -5.947
S 0.530 -2.668 -3.180
O -0.850 -2.167 -3.692
O 0.414 -4.083 -3.104
N 0.726 -1.894 -1.812
C 1.937 -1.781 -1.276
N 2.016 -0.954 -0.215
C 3.169 -0.844 0.408
C 4.297 -1.519 -0.039
C 4.138 -2.292 -1.181
N 2.981 -2.433 -1.796
H 5.249 -0.564 -7.104
H 5.275 -2.228 -7.492
H 3.703 0.320 -5.445
H 1.795 -0.132 -3.938
H 1.935 -4.256 -4.952
H 3.827 -3.824 -6.508
H 3.188 -0.205 1.282
H 5.247 -1.435 0.460
H 4.964 -2.834 -1.623
Cl -2.559 -2.237 -0.113
C -3.205 -1.542 -1.728
C -3.831 -2.615 -2.543
C -3.876 -2.654 -3.892
C -3.430 -1.700 -4.854
C -2.429 -0.769 -4.725
Cl -2.493 0.629 -5.770
C -1.305 -0.804 -3.879
N -0.629 0.185 -3.394
H -4.322 -3.396 -1.982
H -4.454 -3.462 -4.328
H -4.018 -1.652 -5.763
Cl -1.363 0.124 7.295
C 0.138 0.905 6.972
C 0.455 2.094 7.607
C 1.653 2.721 7.311
C 2.513 2.189 6.365
C 2.184 1.000 5.737
Cl 3.209 0.351 4.511
C 1.009 0.311 6.057
N 0.654 -0.902 5.454
C 1.470 -2.008 5.503
C 2.413 -2.159 6.525
C 3.200 -3.288 6.602
C 3.063 -4.293 5.657
C 2.110 -4.169 4.662
C 1.282 -3.058 4.583
C 0.154 -3.051 3.598
C 0.215 -1.974 2.496
O 0.048 -2.387 1.335
O 0.362 -0.784 2.818
H -0.232 2.519 8.323
H 1.915 3.639 7.812
H 3.429 2.697 6.108
H 0.215 -0.762 4.536
H 2.514 -1.375 7.261
H 3.913 -3.393 7.407
H 3.675 -5.181 5.713
H 1.975 -4.973 3.952
H -0.788 -2.864 4.126
H 0.088 -4.017 3.099
```

The energy above the lowest of the compared OMol25 structures with the same formula, charge and spin comes out at 338.33 kJ/mol. The calculation puts the orbital gap (spin up / spin down) at 7.2 / 3.7 eV. For the LUMO energy (spin up / spin down), the calculation gives 0.08 / -3.41 eV. As for the charge: 0. As for the spin multiplicity: 5.

This record from the OMol25 dataset describes the molecule C10H11NO3 at a distorted geometry. The level of theory is the ωB97M-V functional and the def2-TZVPD basis.

```
25
Properties=species:S:1:pos:R:3
C 0.653 -0.503 -0.866
C 0.689 0.811 1.090
C 0.051 0.594 -1.491
C -0.012 1.883 0.516
C 0.965 -0.384 0.493
C -0.220 1.763 -0.822
C 0.397 -2.658 3.000
C 1.419 -1.879 3.314
C 0.278 -2.797 1.541
C -0.864 2.878 -2.877
N 1.702 -1.444 1.065
O 2.167 -1.249 2.399
O -0.821 -2.472 0.800
O -0.675 2.849 -1.495
H 0.955 -1.307 -1.512
H 0.804 0.744 2.197
H -0.307 0.473 -2.480
H -0.041 2.892 1.075
H -0.245 -3.309 3.652
H 1.613 -1.483 4.327
H 0.666 -3.732 1.045
H -0.929 3.910 -3.181
H -1.796 2.286 -3.143
H -0.032 2.489 -3.429
H -1.267 -1.662 0.885
```

The energy above the lowest of the compared OMol25 structures with the same formula, charge and spin comes out at 585.97 kJ/mol. The calculation puts the orbital gap at 8.5 eV. For the LUMO energy, the calculation gives 0.78 eV. As for the charge: 0.

This record from the OMol25 dataset describes a cluster of 10 separate species, C43H64ClFN2O21P in total at a distorted geometry. The level of theory is the ωB97M-V functional and the def2-TZVPD basis.

```
133
Properties=species:S:1:pos:R:3
C 0.222 6.306 -0.549
C 0.091 5.711 0.883
F 0.262 6.702 1.871
C -1.181 4.852 1.122
C -2.487 5.497 0.597
N -2.662 6.795 0.761
N -3.691 7.561 0.439
C -4.621 6.821 -0.122
Cl -6.088 7.722 -0.550
C -4.634 5.420 -0.439
C -3.478 4.675 -0.059
P -3.339 2.858 -0.360
O -4.652 2.404 -0.843
O -2.978 2.061 1.019
O -2.265 2.609 -1.567
H -0.541 7.072 -0.792
H 1.234 6.770 -0.598
H 0.251 5.479 -1.295
H 0.968 5.033 1.005
H -1.004 3.854 0.662
H -1.342 4.652 2.211
H -1.889 7.307 1.210
H -5.502 4.970 -0.944
H -2.639 2.724 1.649
H -2.094 3.501 -1.932
O 3.129 0.678 -2.557
C 1.971 0.371 -2.629
O 0.952 1.133 -2.144
C -0.289 0.419 -2.295
C -0.042 -0.588 -3.393
C 1.429 -0.914 -3.213
H -0.533 -0.057 -1.342
H -1.083 1.116 -2.556
H -0.696 -1.459 -3.333
H -0.196 -0.121 -4.363
H 1.582 -1.723 -2.495
H 1.910 -1.146 -4.160
O -1.335 1.711 -4.998
C -1.973 1.073 -5.794
O -1.417 0.226 -6.681
C -2.430 -0.297 -7.557
C -3.731 -0.135 -6.799
C -3.473 1.123 -5.984
H -2.414 0.278 -8.487
H -2.216 -1.338 -7.783
H -4.603 -0.070 -7.448
H -3.875 -0.984 -6.127
H -3.730 2.028 -6.537
H -3.990 1.099 -5.027
O -1.286 -2.825 -6.108
C -0.436 -3.610 -5.794
O 0.796 -3.245 -5.362
C 1.610 -4.416 -5.174
C 0.629 -5.557 -4.991
C -0.542 -5.116 -5.858
H 2.241 -4.546 -6.056
H 2.249 -4.279 -4.302
H 1.041 -6.527 -5.267
H 0.312 -5.611 -3.947
H -0.425 -5.436 -6.895
H -1.493 -5.458 -5.457
O -6.633 3.455 2.309
C -6.893 2.282 2.408
O -8.074 1.811 2.866
C -8.016 0.372 2.960
C -6.909 -0.040 2.010
C -5.961 1.139 2.092
H -7.799 0.101 3.997
H -8.978 -0.052 2.681
H -6.450 -0.991 2.268
H -7.302 -0.123 0.996
H -5.243 1.028 2.909
H -5.448 1.305 1.150
O -5.791 -2.267 0.289
C -4.628 -2.510 0.124
O -4.099 -3.755 0.206
C -2.668 -3.684 0.066
C -2.403 -2.377 -0.654
C -3.537 -1.497 -0.154
H -2.220 -3.707 1.063
H -2.313 -4.543 -0.500
H -1.410 -1.971 -0.457
H -2.500 -2.522 -1.733
H -3.279 -0.989 0.778
H -3.856 -0.778 -0.907
O 0.421 -0.474 0.927
C 1.466 -0.019 1.314
O 2.100 -0.451 2.429
C 3.260 0.369 2.675
C 3.597 0.984 1.334
C 2.233 1.121 0.683
H 3.003 1.122 3.424
H 4.070 -0.247 3.061
H 4.139 1.924 1.417
H 4.210 0.291 0.752
H 1.750 2.065 0.946
H 2.288 1.006 -0.394
O 4.672 3.876 3.233
C 5.839 3.629 3.082
O 6.374 2.383 3.185
C 7.807 2.467 3.052
C 8.067 3.764 2.317
C 6.924 4.642 2.798
H 8.249 2.460 4.052
H 8.174 1.604 2.499
H 9.054 4.180 2.515
H 7.980 3.605 1.240
H 7.172 5.164 3.724
H 6.608 5.347 2.033
O 10.844 -0.698 5.335
C 9.693 -1.010 5.254
O 8.672 -0.244 5.730
C 7.430 -0.952 5.573
C 7.684 -1.967 4.474
C 9.155 -2.295 4.669
H 7.177 -1.426 6.525
H 6.641 -0.250 5.306
H 7.027 -2.834 4.531
H 7.539 -1.499 3.497
H 9.301 -3.101 5.390
H 9.645 -2.531 3.728
O -0.281 -7.053 0.906
C -1.055 -7.187 1.810
O -2.213 -7.887 1.719
C -2.956 -7.756 2.942
C -1.929 -7.381 3.994
C -0.922 -6.575 3.187
H -3.715 -6.982 2.806
H -3.452 -8.699 3.169
H -2.355 -6.838 4.837
H -1.451 -8.283 4.382
H -1.194 -5.519 3.134
H 0.089 -6.692 3.570
```

The calculation puts the orbital gap at 6.1 eV. For the LUMO energy, the calculation gives -5.41 eV. As for the charge: +1.

This record from the OMol25 dataset describes a structure of composition C13H4Br4ClO4Re at a distorted geometry. The level of theory is the ωB97M-V functional and the def2-TZVPD basis.

```
27
Properties=species:S:1:pos:R:3
Re -0.001 0.428 0.289
Br -1.581 6.570 -1.316
C -0.753 4.992 -0.731
C 0.753 4.992 -0.730
Br 1.582 6.571 -1.312
C 1.622 3.998 -0.315
Br 3.455 4.114 -0.216
C 1.020 2.716 0.158
O 1.620 1.487 0.308
C -1.021 2.716 0.159
O -1.621 1.487 0.309
C -1.622 3.999 -0.315
Br -3.455 4.115 -0.217
Cl 0.000 3.821 6.339
C 0.000 2.677 5.051
C 0.000 1.320 5.326
C 0.001 0.432 4.267
C 0.000 0.883 2.959
O 0.001 -0.151 2.016
C 0.000 2.265 2.645
C 0.000 2.998 1.312
O -0.001 2.440 -0.850
C 0.000 3.130 3.743
H 0.000 0.967 6.347
H 0.001 -0.636 4.436
H 0.000 4.056 1.556
H 0.000 4.200 3.578
```

The energy above the lowest of the compared OMol25 structures with the same formula, charge and spin comes out at 2.91 kJ/mol. The calculation puts the orbital gap (spin up / spin down) at 5.2 / 5.8 eV. For the LUMO energy (spin up / spin down), the calculation gives -6.54 / -5.99 eV. As for the charge: +1. As for the spin multiplicity: 2.